85
Properties=species:S:1:pos:R:3:forces:R:3:lowdin_charge:R:1 method="wB97M-V/def2-TZVPD" energy_ev=-106651.2342 charge=+1 lumo_ev=-1.848
Yb 0.4479 0.2000 0.1256 -0.561 0.501 -0.026 0.916
S 3.0427 -0.3173 -0.2598 0.656 -0.057 0.043 0.369
S 1.8342 2.1132 1.7630 0.425 -0.006 -0.004 0.340
P 3.2948 0.8184 1.3471 0.534 0.325 0.540 -0.121
O 4.6944 1.5852 1.3214 -0.055 -0.165 -0.066 -0.323
O 3.5501 -0.1614 2.5837 -0.026 0.008 -0.129 -0.357
N 2.3806 5.8168 -1.5713 -0.010 -0.090 0.103 -0.069
N -2.1225 0.0090 0.2702 -0.369 0.034 0.054 -0.126
N -0.2675 -0.2713 2.4280 -0.142 -0.069 0.638 -0.162
N 3.0262 5.7201 -2.7676 -0.035 -0.085 0.113 0.050
N 4.2766 5.8298 -2.5787 0.198 0.060 -0.192 0.084
N -0.0860 -0.5188 -2.2280 -0.008 -0.142 -0.441 -0.136
N -0.2065 2.4537 -0.5989 -0.128 0.483 -0.309 -0.041
N 0.3999 4.5409 -0.9549 0.013 -0.069 -0.084 0.008
N 0.2370 -2.2078 -0.0565 -0.077 -0.721 0.006 -0.157
C 3.1844 6.1921 0.8129 -0.115 0.013 0.076 -0.008
C -3.0145 -0.3894 -0.8305 -0.028 0.106 -0.161 -0.210
C 0.0796 -2.7845 2.3800 0.079 0.230 -0.127 -0.155
C -1.4204 -0.8350 -2.7674 -0.153 0.164 0.081 -0.199
C -2.5155 0.0657 -2.2002 0.093 -0.176 0.124 -0.161
C 5.0074 2.5485 0.2973 0.010 0.073 -0.230 -0.287
C 0.5987 3.2371 -1.2969 -0.125 -0.056 0.105 -0.348
C 5.6098 6.4251 0.8221 0.169 -0.014 -0.059 -0.082
C -1.7032 -0.0995 2.6998 -0.068 -0.147 -0.257 -0.181
C -0.5994 4.5714 -0.0096 0.026 0.008 0.238 -0.050
C 0.3445 -1.4477 3.0738 -0.036 -0.258 -0.037 -0.201
C -2.5784 -0.5680 1.5412 0.092 0.066 0.143 -0.208
C 5.7079 6.2325 -0.5375 0.004 0.016 -0.029 -0.010
C 0.6352 -2.7410 -1.3785 -0.005 0.160 -0.135 -0.192
C 0.8012 -3.0047 1.0521 -0.103 -0.120 0.094 -0.214
C 3.6020 -0.4928 4.9686 0.031 0.056 -0.167 -0.066
C 4.0483 0.3909 3.8261 0.021 0.011 0.165 -0.280
C 5.9715 1.9645 -0.7152 -0.085 -0.011 0.186 -0.064
C 0.8530 -1.6348 -2.4252 -0.041 -0.190 0.119 -0.231
C 0.9553 5.7627 -1.5339 -0.004 0.040 -0.141 -0.057
C 3.2841 6.0157 -0.5660 0.351 -0.032 -0.259 -0.171
C 4.5159 6.0274 -1.2348 -0.428 -0.065 0.245 -0.229
C 4.3685 6.4032 1.4844 -0.131 -0.045 0.035 -0.070
C -0.9504 3.2834 0.2096 -0.088 0.021 -0.140 -0.165
C 1.5704 2.7220 -2.3032 -0.085 0.084 -0.051 0.011
H 6.9113 1.7005 -0.2305 0.012 0.000 -0.042 0.084
H -2.1479 1.0943 -2.1357 -0.056 0.038 -0.053 0.104
H 3.9052 -1.5254 4.7954 0.001 0.000 0.023 0.085
H -3.3622 0.0648 -2.8879 0.005 0.006 -0.011 0.118
H 0.5861 6.5860 -0.9249 -0.095 -0.001 -0.017 0.142
H 1.9797 1.7719 -1.9566 0.025 0.005 0.009 0.031
H 1.5750 -3.2819 -1.2690 -0.011 -0.032 0.016 0.122
H 3.6672 1.4072 3.9472 -0.004 -0.004 -0.022 0.094
H -2.5410 -1.6556 1.4511 -0.005 -0.006 -0.035 0.103
H 1.0816 2.5685 -3.2693 -0.008 0.021 0.008 0.095
H 6.1688 2.7021 -1.4945 0.027 -0.007 -0.009 0.079
H 0.0004 -1.5285 4.1127 0.008 0.052 -0.004 0.122
H 1.8629 -1.2481 -2.3213 0.012 0.056 -0.089 0.043
H -1.4156 -0.7746 -3.8608 0.051 -0.038 0.004 0.126
H -0.7742 -2.2918 0.0107 -0.023 0.026 -0.019 0.092
H 0.7643 -2.0738 -3.4257 0.016 0.023 -0.014 0.126
H 0.2155 0.5445 2.8038 0.021 -0.118 -0.046 0.019
H 6.5059 6.5981 1.4034 -0.009 -0.002 -0.015 0.109
H 5.4477 3.3997 0.8111 -0.033 0.077 0.042 0.112
H 0.6058 5.8903 -2.5577 0.052 -0.009 0.001 0.147
H -3.0916 -1.4809 -0.8211 -0.018 -0.008 0.026 0.119
H 2.2333 6.1641 1.3289 0.032 -0.007 0.030 0.110
H -0.9958 -2.9395 2.2463 -0.003 -0.083 0.046 0.104
H 0.2630 0.2758 -2.7559 0.024 0.016 0.005 0.095
H -2.2117 1.0204 0.3502 0.000 -0.011 -0.035 0.077
H -1.6528 -1.8717 -2.5126 0.020 -0.023 -0.030 0.114
H -2.0043 -0.6349 3.6060 -0.003 0.074 0.050 0.126
H 1.4228 -1.2847 3.0981 0.012 0.063 -0.009 0.095
H 6.6537 6.2518 -1.0614 0.016 -0.001 0.040 0.120
H 5.5500 1.0683 -1.1683 0.009 0.020 -0.049 0.050
H -3.6208 -0.3014 1.7578 -0.015 -0.060 -0.020 0.128
H 1.8575 -2.7414 1.1495 0.009 -0.010 -0.018 0.104
H -1.6869 2.9152 0.9057 0.019 0.042 0.027 0.096
H 4.3460 6.5527 2.5561 -0.001 -0.002 -0.014 0.110
H 0.4220 -3.5665 3.0596 -0.048 -0.023 0.018 0.123
H 2.3996 3.3981 -2.4714 0.089 0.089 -0.001 0.061
H 2.5191 -0.4550 5.0896 0.005 -0.013 0.040 0.067
H 4.0849 2.8880 -0.1852 -0.015 -0.010 0.057 0.084
H 5.1352 0.4337 3.7617 -0.011 -0.001 -0.063 0.121
H -0.9508 5.4906 0.4272 0.031 0.002 -0.032 0.127
H 4.0696 -0.1429 5.8888 -0.041 -0.030 0.037 0.085
H 0.7433 -4.0737 0.8146 0.038 0.016 -0.029 0.123
H -0.1089 -3.4586 -1.7353 0.032 -0.053 0.042 0.119
H -1.8952 0.9636 2.8686 0.022 0.011 0.037 0.121
H -4.0277 -0.0044 -0.6626 0.011 -0.026 0.051 0.124